No. 1
Formula: C3H5NO2
Source: OMol25
Level of theory: ωB97M-V/def2-TZVPD

Its relative energy (zero: lowest compared OMol25 entry of this formula, charge and spin) is 24.0 kcal/mol. As for the SMILES: [H]/N=C/OC(C)=O. The value obtained for the max |F| is 0.69 eV/A. The HOMO-LUMO gap comes out at 11.67 eV. For the LUMO energy, the calculation gives 0.933 eV. The value obtained for the HOMO energy is -10.74 eV.

```
! wB97M-V def2-TZVPD RIJCOSX def2/J DEFGRID3
* xyz 0 1
H -3.07896 0.39291 -0.73493
N -2.22324 0.58909 -0.22009
C -1.21842 0.47738 -0.96452
O 0.00355 0.75621 -0.39669
C 0.87262 -0.30594 -0.25138
C 1.37431 -0.27132 1.16169
O 1.08938 -1.10542 -1.11924
H -1.18492 0.19480 -2.02060
H 1.67953 0.75061 1.40549
H 0.50985 -0.49269 1.80058
H 2.17630 -0.98563 1.33970
*
```

---

No. 2
Formula: C48H40I2O2P3Pd
Source: OMol25
Level of theory: ωB97M-V/def2-TZVPD

Its relative energy (zero: lowest compared OMol25 entry of this formula, charge and spin) is 0.0 kcal/mol. The value obtained for the max |F| is 0.89 eV/A. The HOMO-LUMO gap comes out at 4.37 eV. For the LUMO energy, the calculation gives 2.131 eV. The value obtained for the HOMO energy is -2.24 eV.

```
! wB97M-V def2-TZVPD RIJCOSX def2/J DEFGRID3
* xyz -1 1
Pd -0.13368 -0.63072 -1.71705
O -0.91846 -1.23568 1.03766
P -0.03969 -1.03307 2.21348
C 1.50674 -1.99807 2.08180
P 2.73670 -1.16506 1.03883
O 2.16726 -0.25876 0.01110
C 3.80370 -0.27792 2.20972
C 4.52755 -0.92136 3.21043
C 5.37915 -0.19813 4.03344
C 5.51142 1.17405 3.85414
C 4.79877 1.81747 2.85509
C 3.94914 1.09109 2.02554
C 3.74842 -2.47450 0.32945
C 3.95834 -3.70707 0.93644
C 4.70732 -4.68259 0.29297
C 5.23954 -4.42721 -0.96335
C 5.02986 -3.19868 -1.57558
C 4.28748 -2.21941 -0.93098
C -0.81545 -1.61628 3.74922
C -0.13486 -1.88099 4.93520
C -0.82743 -2.29669 6.06522
C -2.20655 -2.45174 6.01158
C -2.88889 -2.19797 4.83166
C -2.19547 -1.78141 3.70105
C 0.43296 0.68455 2.49714
C 0.33517 1.53064 1.39266
C 0.66902 2.87277 1.52443
C 1.07828 3.37189 2.75343
C 1.15758 2.53452 3.86014
C 0.83588 1.19058 3.73185
H 1.19708 -2.92135 1.58581
H 1.94094 -2.22337 3.05794
H 4.43445 -1.99461 3.34541
H 5.94434 -0.70263 4.80735
H 6.17727 1.73920 4.49545
H 4.89942 2.88705 2.71661
H 3.38485 1.57244 1.23542
H 3.52401 -3.92219 1.90717
H 4.85810 -5.64638 0.76288
H 5.80133 -5.19803 -1.47644
H 5.41633 -3.01087 -2.56893
H 4.07351 -1.27513 -1.41788
H 0.94338 -1.77330 4.98552
H -0.29170 -2.50245 6.98344
H -2.74765 -2.77660 6.89192
H -3.96267 -2.32949 4.78603
H -2.70811 -1.59580 2.76396
H 0.02723 1.11918 0.43508
H 0.59867 3.52160 0.66086
H 1.33365 4.42072 2.85431
H 1.46389 2.92721 4.82179
H 0.89813 0.54662 4.60031
I 1.37686 1.60752 -2.80810
C 0.22749 1.59411 -4.54360
C 0.97925 1.51173 -5.67790
C 0.42678 1.78475 -6.94911
C -0.85361 2.22015 -7.03406
C -1.67669 2.27342 -5.87870
C -3.00643 2.73927 -6.01339
C -3.85435 2.73435 -4.95399
C -3.41555 2.18359 -3.73206
C -2.14213 1.72404 -3.53291
P -1.88354 0.71976 -1.96601
C -2.43749 1.95391 -0.70900
C -2.83976 1.48970 0.55060
C -3.11652 2.36918 1.58674
C -2.96587 3.73963 1.40265
C -2.52685 4.21334 0.17533
C -2.26265 3.32934 -0.86877
C -3.41783 -0.33583 -2.12551
C -4.65957 -0.06246 -1.55418
C -5.72525 -0.95053 -1.68287
C -5.57173 -2.11729 -2.41391
C -4.34401 -2.38955 -3.01127
C -3.27690 -1.51811 -2.85670
C -1.18470 1.85710 -4.60259
H 2.02571 1.25312 -5.59269
H 1.04330 1.69311 -7.83531
H -1.27772 2.52357 -7.98495
H -3.33133 3.09318 -6.98638
H -4.86942 3.09951 -5.05316
H -4.13328 2.08608 -2.92627
H -2.90347 0.41962 0.71467
H -3.43524 1.98296 2.54864
H -3.17249 4.42740 2.21403
H -2.38975 5.27804 0.02330
H -1.92126 3.71606 -1.82207
H -4.80673 0.85029 -0.99061
H -6.67433 -0.72479 -1.20969
H -6.39728 -2.81246 -2.51329
H -4.20887 -3.29960 -3.58368
H -2.30355 -1.75254 -3.27385
I 1.12860 -2.30725 -4.41956
C 0.82251 -2.49922 -2.23478
H 1.83328 -2.76913 -1.91458
H 0.21613 -3.40512 -2.19116
*
```